DFT (ωB97M-V with the def2-TZVPD basis set) results for a 8-piece molecular cluster, C18H41Br8NO3S3 overall in a non-equilibrium geometry.

The geometry in XYZ format:
```
74
Properties=species:S:1:pos:R:3
C -2.54405 -0.70639 3.32802
C -3.34705 -2.02594 3.24246
C -2.67858 -3.05363 2.30963
C -2.62313 -2.81325 0.91483
N -2.56157 -2.64279 -0.21919
H -1.54745 -0.89674 3.72633
H -2.95290 0.05481 3.99249
H -2.51609 -0.30018 2.31693
H -4.38125 -1.70146 3.12746
H -3.46601 -2.49390 4.21968
H -3.17389 -3.99688 2.53995
H -1.65351 -3.17121 2.66106
C 0.07777 -3.69111 -3.46056
S 0.29417 -2.46304 -4.81003
O 0.62854 -3.35342 -6.09070
C -1.34326 -1.68877 -4.85990
H 0.97812 -4.30260 -3.52008
H -0.89330 -4.18351 -3.40902
H 0.20819 -3.05661 -2.58392
H -2.08477 -2.30839 -5.36421
H -1.10962 -0.66183 -5.14079
H -1.75037 -1.57201 -3.85554
C 4.50676 0.79800 2.39823
S 3.84747 2.47935 2.35791
O 2.33256 2.61627 2.32228
C 4.31789 2.99995 4.04981
H 4.26227 0.14540 1.56011
H 4.06312 0.43915 3.32695
H 5.56820 0.82142 2.64501
H 5.38122 3.23947 4.05680
H 4.05525 2.24503 4.79090
H 3.77532 3.88568 4.38026
C 3.11488 -4.94334 2.18882
S 1.68764 -3.84470 1.78361
O 0.47967 -4.26986 2.70152
C 2.17337 -2.10469 2.11850
H 4.05116 -4.70894 1.68232
H 2.81222 -5.97447 2.00641
H 3.16827 -4.91967 3.27725
H 1.23263 -1.61625 1.86445
H 2.97206 -1.75111 1.46644
H 2.37914 -2.04951 3.18748
Br 3.58348 4.08293 -3.03029
C 3.15583 3.97723 -1.02914
C 4.09287 4.82469 -0.16688
Br 6.00625 4.40649 -0.67817
H 3.13965 2.95802 -0.64308
H 2.16235 4.40972 -0.91061
H 3.86798 4.79108 0.89914
H 4.00352 5.85749 -0.50366
Br 0.93033 1.58569 -1.74009
C -0.19044 0.32571 -0.63169
C -0.13733 0.79368 0.87843
Br -1.13394 2.49006 1.15485
H 0.16821 -0.68868 -0.80630
H -1.21587 0.32505 -1.00128
H 0.79704 0.98541 1.40596
H -0.64822 0.04289 1.48125
Br -5.25377 -0.78621 -3.19643
C -5.82605 0.34793 -1.61385
C -4.64510 0.52824 -0.68563
Br -4.96551 1.04624 1.21054
H -6.54176 -0.19473 -0.99628
H -6.34918 1.25600 -1.91358
H -4.07792 1.36506 -1.09323
H -3.95407 -0.31285 -0.62962
Br -0.93664 2.17587 -5.71658
C -2.05123 2.25611 -4.06687
C -1.65865 3.50501 -3.20813
Br -2.74289 3.55291 -1.50563
H -1.79657 1.32720 -3.55659
H -3.10650 2.30814 -4.33481
H -1.81348 4.48163 -3.66677
H -0.60343 3.51798 -2.93530
```

DFT total energy (a.u.): -22777.38770
Orbital gap (eV): 8.4
HOMO level (eV): -8.516
E_LUMO (eV): -0.11

Here are the Löwdin charges for atoms 1 to 5, given in e:
1 C -0.129
2 C -0.237
3 C -0.184
4 C -0.222
5 N 0.162

DFT (ωB97M-V with the def2-TZVPD basis set) results for C18H41Cl2Cu4NO12P2 as an isolated structure in a non-equilibrium geometry.

The geometry in XYZ format:
```
80
Properties=species:S:1:pos:R:3
Cu -32.03171 -10.46698 -15.57899
Cu -33.68192 -7.49220 -12.29192
Cu -30.74465 -6.26188 -13.61226
Cu -28.75183 -8.40397 -12.75037
C -31.50744 -8.91764 -13.42970
O -32.60286 -9.26095 -13.77057
O -31.36104 -8.17551 -12.44390
O -30.63024 -9.10518 -14.19019
C -28.91031 -7.77285 -9.97205
O -27.87134 -7.82100 -10.65297
N -29.08478 -7.31742 -8.72879
C -30.40927 -7.42157 -8.09783
C -27.98381 -6.65999 -8.09327
H -29.83868 -8.25222 -10.31921
H -31.16692 -8.06505 -8.54505
H -30.70185 -6.37425 -8.02280
H -30.24605 -7.78518 -7.08331
H -28.29260 -5.71890 -7.63819
H -27.63651 -7.38517 -7.35733
H -27.12904 -6.57505 -8.76426
Cl -34.62296 -7.12613 -17.67235
C -33.30669 -6.28488 -16.91552
C -32.06377 -7.09318 -16.92239
Cl -31.15761 -7.03217 -18.39154
H -33.67672 -6.08003 -15.91093
H -33.35724 -5.29789 -17.37532
H -32.11210 -8.11924 -16.55771
H -31.44759 -6.59448 -16.17425
C -29.92014 -13.62509 -8.76982
C -28.85808 -13.54477 -9.74430
O -28.94032 -12.25077 -10.38337
P -28.21022 -11.93533 -11.73547
O -28.27842 -10.53220 -12.25604
O -26.75598 -12.65941 -11.71860
C -25.84631 -12.05946 -10.81460
C -24.51658 -12.12948 -11.53124
O -29.11022 -12.90055 -12.72887
C -30.45047 -12.54144 -12.95986
C -30.88707 -13.59507 -13.97669
H -30.94720 -13.36064 -9.02143
H -30.04189 -14.64959 -8.41815
H -29.64515 -13.05340 -7.88345
H -27.87517 -13.65336 -9.28580
H -29.05168 -14.43194 -10.34724
H -26.06493 -11.08005 -10.38908
H -25.96928 -12.42786 -9.79613
H -24.28727 -13.14293 -11.86056
H -24.47608 -11.40598 -12.34549
H -23.82043 -11.77143 -10.77276
H -30.97141 -12.67183 -12.01132
H -30.52166 -11.55232 -13.41226
H -30.30440 -13.52378 -14.89513
H -30.67349 -14.53242 -13.46305
H -31.94973 -13.62574 -14.21734
C -26.39708 -10.63023 -15.27470
C -27.81972 -10.57868 -15.74157
O -27.97140 -11.30230 -16.95329
P -29.33250 -11.47847 -17.82318
O -30.54766 -11.44924 -17.05151
O -29.14635 -10.40836 -19.00616
C -30.08771 -10.19471 -20.00937
C -29.51815 -10.34972 -21.48989
O -28.96254 -12.79555 -18.65259
C -27.65897 -12.88217 -19.19698
C -27.59038 -13.93745 -20.38442
H -25.59452 -10.38851 -15.97152
H -26.33955 -9.91937 -14.45039
H -26.12570 -11.60948 -14.88035
H -28.48411 -11.02752 -15.00318
H -28.16457 -9.55966 -15.91705
H -30.92176 -10.89458 -19.95796
H -30.45177 -9.16739 -20.02252
H -28.71930 -9.61219 -21.56727
H -29.13566 -11.36647 -21.40037
H -30.15841 -10.17360 -22.35427
H -27.34685 -11.97567 -19.71558
H -27.05380 -13.28170 -18.38320
H -28.01661 -13.62936 -21.33915
H -26.53521 -14.19708 -20.46987
H -27.95374 -14.81833 -19.85516
```

DFT total energy (a.u.): -9832.60153
Orbital gap (eV): 6.2
Total charge: +2
HOMO level (eV): -14.443
E_LUMO (eV): -8.28

Here are the Löwdin charges for atoms 1 to 5, given in e:
1 Cu 0.578
2 Cu 0.772
3 Cu 0.716
4 Cu 0.511
5 C -1.173